C5H5N in the gas phase, computed with ωB97M-V/def2-TZVPD.

Cartesian coordinates (Å):
C 0.628 -1.647 -0.029
C 1.110 -0.477 0.179
C -1.552 -0.655 -0.310
C 0.332 0.856 0.189
C -1.022 0.693 -0.424
N -2.124 0.128 0.483
H 0.600 -2.692 -0.158
H 2.160 -0.315 0.405
H 0.267 1.158 1.240
H 0.918 1.602 -0.347
H -1.316 1.350 -1.230

Summary:
Multiplicity   1
HOMO level (alpha / beta)   -0.319 / -0.306 hartree


A 10-piece molecular cluster, C60H150N10O20 overall, computed with ωB97M-V/def2-TZVPD.

Cartesian coordinates (Å):
C 4.096 2.234 14.258
O 3.790 3.310 14.985
C 4.277 4.533 14.431
C 4.091 5.761 15.367
N 2.879 6.451 15.432
C 1.820 5.706 16.171
C 0.750 6.770 16.665
O -0.523 6.524 16.098
C -1.584 7.307 16.688
H 3.864 1.340 14.837
H 5.166 2.169 14.059
H 3.564 2.358 13.314
H 3.769 4.654 13.474
H 5.341 4.451 14.206
H 4.840 6.480 15.036
H 4.431 5.438 16.351
H 2.539 6.733 14.523
H 2.104 5.074 17.013
H 1.378 5.057 15.415
H 1.008 7.801 16.425
H 0.677 6.703 17.750
H -1.470 7.243 17.770
H -2.537 6.860 16.405
H -1.606 8.302 16.244
C 3.509 12.871 22.567
O 3.929 11.979 23.549
C 4.487 12.632 24.687
C 4.650 11.692 25.869
N 6.078 11.582 26.064
C 6.435 10.828 27.289
C 7.950 10.739 27.453
O 8.459 9.917 26.346
C 9.955 9.913 26.359
H 2.464 13.053 22.819
H 3.584 12.304 21.639
H 4.137 13.744 22.385
H 3.881 13.511 24.907
H 5.437 13.106 24.442
H 4.216 10.701 25.733
H 4.040 11.981 26.725
H 6.357 10.832 25.448
H 5.935 9.859 27.270
H 5.908 11.174 28.179
H 8.168 10.117 28.321
H 8.316 11.756 27.596
H 10.390 9.459 27.249
H 10.375 10.854 26.005
H 10.244 9.281 25.519
C 12.779 -0.607 20.438
O 11.491 -1.168 20.025
C 10.551 -0.223 19.463
C 9.135 -0.882 19.443
N 8.584 -1.175 20.759
C 7.164 -1.447 20.696
C 6.605 -1.900 22.073
O 5.397 -2.740 21.835
C 4.954 -3.396 23.032
H 12.882 0.095 21.266
H 13.175 -0.188 19.513
H 13.564 -1.342 20.616
H 10.947 0.163 18.524
H 10.433 0.622 20.142
H 9.084 -1.828 18.904
H 8.587 -0.090 18.934
H 8.773 -0.513 21.497
H 6.930 -2.143 19.890
H 6.519 -0.583 20.537
H 6.443 -1.043 22.727
H 7.370 -2.598 22.413
H 5.614 -4.201 23.354
H 3.985 -3.854 22.837
H 4.900 -2.766 23.920
C 4.639 2.999 24.526
O 6.010 3.187 25.069
C 6.911 3.787 24.124
C 8.259 3.690 24.924
N 8.709 2.323 24.862
C 9.817 1.999 25.783
C 10.259 0.556 25.737
O 11.466 0.272 26.500
C 11.407 0.510 27.890
H 4.035 3.859 24.814
H 4.285 2.151 25.112
H 4.679 2.649 23.494
H 6.671 4.839 23.971
H 7.140 3.285 23.184
H 7.938 4.120 25.873
H 8.993 4.359 24.477
H 7.897 1.907 25.294
H 9.507 2.248 26.798
H 10.630 2.687 25.547
H 10.366 0.194 24.715
H 9.480 -0.048 26.204
H 12.368 0.688 28.372
H 11.081 -0.433 28.328
H 10.655 1.236 28.197
C -6.901 6.899 23.362
O -7.969 7.512 22.761
C -8.929 6.610 22.444
C -10.135 7.303 21.754
N -10.671 8.107 22.872
C -11.675 9.011 22.489
C -12.131 9.708 23.693
O -11.074 10.537 24.199
C -11.345 11.208 25.376
H -6.016 7.531 23.438
H -6.516 5.965 22.951
H -7.190 6.846 24.412
H -9.224 5.980 23.283
H -8.406 5.901 21.803
H -10.829 6.575 21.336
H -9.746 8.057 21.069
H -9.910 8.620 23.293
H -12.524 8.433 22.123
H -11.364 9.766 21.768
H -12.597 9.159 24.511
H -12.996 10.309 23.414
H -12.139 11.915 25.139
H -10.541 11.894 25.642
H -11.416 10.598 26.277
C -13.068 -4.533 20.873
O -11.774 -4.573 20.277
C -11.574 -5.769 19.574
C -10.306 -5.893 18.684
N -9.137 -5.585 19.518
C -7.947 -5.149 18.695
C -6.825 -4.794 19.621
O -6.747 -3.470 20.196
C -5.447 -3.166 20.849
H -13.374 -5.539 21.162
H -13.796 -4.307 20.094
H -13.162 -3.876 21.738
H -12.386 -6.093 18.923
H -11.424 -6.581 20.286
H -10.578 -5.156 17.929
H -10.269 -6.909 18.292
H -9.425 -4.730 19.973
H -8.169 -4.369 17.967
H -7.547 -6.006 18.153
H -5.969 -4.692 18.954
H -6.425 -5.690 20.094
H -5.386 -2.173 21.293
H -4.664 -3.049 20.101
H -5.225 -3.810 21.700
C 11.997 10.233 41.267
O 12.162 10.466 39.877
C 12.402 9.307 39.123
C 11.460 8.078 39.413
N 11.537 7.197 38.261
C 10.726 5.985 38.532
C 10.984 5.010 37.320
O 10.158 5.102 36.188
C 10.392 6.200 35.338
H 12.540 9.547 41.916
H 10.925 10.119 41.426
H 12.273 11.177 41.737
H 13.417 8.970 39.329
H 12.350 9.524 38.056
H 10.492 8.579 39.428
H 11.617 7.489 40.317
H 12.526 6.993 38.256
H 9.658 6.203 38.529
H 11.061 5.481 39.439
H 10.713 4.075 37.809
H 12.035 4.834 37.089
H 11.429 6.448 35.109
H 9.896 7.095 35.713
H 9.875 5.994 34.401
C 19.872 5.697 27.105
O 20.199 7.096 27.364
C 21.600 7.240 27.717
C 21.922 8.733 27.434
N 23.336 8.998 27.734
C 23.776 10.364 27.516
C 25.190 10.507 28.099
O 25.204 10.216 29.446
C 26.354 10.525 30.233
H 18.905 5.794 26.612
H 19.654 5.094 27.986
H 20.564 5.155 26.461
H 22.380 6.649 27.237
H 21.833 6.962 28.745
H 21.312 9.451 27.982
H 21.836 8.926 26.365
H 23.659 8.779 28.665
H 23.039 11.088 27.863
H 23.898 10.404 26.434
H 25.722 11.440 27.912
H 25.863 9.899 27.493
H 26.365 10.093 31.234
H 26.409 11.609 30.337
H 27.316 10.141 29.894
C 21.595 -1.385 28.744
O 22.192 -0.312 29.525
C 22.034 -0.477 30.937
C 23.221 -1.365 31.383
N 23.343 -1.469 32.839
C 23.772 -0.255 33.596
C 25.168 0.316 33.291
O 25.188 0.885 31.993
C 25.977 2.009 31.755
H 20.510 -1.330 28.832
H 22.044 -2.325 29.066
H 21.801 -1.256 27.681
H 21.040 -0.678 31.336
H 22.265 0.472 31.421
H 24.113 -0.970 30.897
H 22.946 -2.394 31.151
H 24.021 -2.210 32.942
H 23.685 -0.492 34.656
H 23.103 0.579 33.382
H 25.884 -0.489 33.126
H 25.679 0.923 34.038
H 25.875 2.400 30.743
H 26.996 1.741 32.032
H 25.738 2.900 32.337
C 10.929 -3.172 35.013
O 10.068 -3.017 33.877
C 8.681 -3.407 34.149
C 7.785 -3.208 32.951
N 6.681 -4.144 32.847
C 5.759 -3.804 31.729
C 4.768 -2.658 32.010
O 5.376 -1.479 31.573
C 4.573 -0.334 31.771
H 11.920 -2.955 34.615
H 10.920 -4.091 35.599
H 10.793 -2.376 35.744
H 8.373 -2.741 34.954
H 8.741 -4.432 34.516
H 8.473 -3.226 32.106
H 7.332 -2.219 32.886
H 7.178 -5.023 32.832
H 5.320 -4.720 31.335
H 6.466 -3.619 30.920
H 4.520 -2.640 33.071
H 3.883 -2.872 31.411
H 4.320 -0.254 32.828
H 3.663 -0.447 31.181
H 5.169 0.489 31.376

Summary:
SMILES   COCCNCCOC.COCCNCCOC.COCCNCCOC.COCCNCCOC.COCCNCCOC.COCCNCCOC.COCCNCCOC.COCCNCCOC.COCCNCCOC.COCCNCCOC
Multiplicity   1
HOMO level   -0.314 hartree


C3H6ClNS in the gas phase, computed with ωB97M-V/def2-TZVPD.

Cartesian coordinates (Å):
C -1.158 1.131 0.579
C 0.963 1.574 -0.522
C -0.793 -1.664 1.186
N -0.016 0.797 0.189
S -2.052 -0.323 1.521
Cl -2.076 2.519 0.616
H 1.094 0.912 -1.371
H 1.677 1.629 0.319
H 0.462 2.480 -0.823
H -0.829 -1.678 0.012
H -1.139 -2.566 1.701
H 0.163 -1.468 1.551

Summary:
Multiplicity   3
HOMO level (alpha / beta)   -0.176 / -0.336 hartree


A 2-piece molecular cluster, C16H17N overall, computed with ωB97M-V/def2-TZVPD.

Cartesian coordinates (Å):
C 2.173 0.434 2.769
C 1.260 -0.528 2.062
C 1.446 -1.703 1.432
N 0.255 -2.277 1.020
C -0.755 -1.427 1.445
C -2.145 -1.487 1.308
C -2.951 -0.357 1.428
C -2.307 0.778 2.010
C -0.975 0.843 2.272
C -0.166 -0.270 1.968
H 2.522 -0.036 3.659
H 1.659 1.332 3.097
H 3.017 0.680 2.125
H 2.350 -2.288 1.445
H 0.165 -3.272 1.154
H -2.626 -2.463 1.315
H -3.897 -0.631 1.867
H -2.934 1.563 2.336
H -0.545 1.664 2.834
C -1.802 0.474 -1.864
C -0.363 0.622 -2.258
C 0.674 0.139 -1.445
C 1.977 0.190 -1.881
C 2.295 0.857 -3.070
C 1.282 1.307 -3.896
C -0.043 1.063 -3.536
H -2.323 1.424 -1.723
H -2.031 -0.083 -0.957
H -2.297 -0.024 -2.695
H 0.289 -0.311 -0.541
H 2.812 -0.273 -1.367
H 3.346 1.074 -3.220
H 1.474 1.846 -4.816
H -0.834 1.140 -4.278

Summary:
SMILES   Cc1c[nH]c2ccccc12.Cc1ccccc1
Multiplicity   1
HOMO level   -0.302 hartree


C3H5NO2 as an isolated structure, computed with ωB97M-V/def2-TZVPD.

Cartesian coordinates (Å):
O -0.316 1.376 -1.312
C -0.526 0.161 -1.007
N -1.601 -0.473 -0.598
C 0.321 0.550 0.741
C 0.947 -0.768 0.354
O 0.669 -0.714 -1.032
H -2.373 0.202 -0.590
H 0.901 1.451 0.592
H -0.507 0.605 1.442
H 0.455 -1.610 0.859
H 2.031 -0.779 0.550

Summary:
Multiplicity   1
HOMO level (alpha / beta)   -0.342 / -0.344 hartree


C4H8N2 as an isolated structure, computed with ωB97M-V/def2-TZVPD.

Cartesian coordinates (Å):
C 1.955 -0.136 -0.004
N 1.058 -1.241 0.298
C 0.689 -0.294 -0.761
C -0.296 0.824 -0.578
C -1.754 0.017 0.143
N -0.746 0.837 0.795
H 2.896 -0.401 -0.479
H 2.007 0.688 0.707
H 0.535 -0.989 1.137
H 0.751 -0.699 -1.769
H -1.528 0.284 -1.028
H -1.653 -1.050 0.326
H -2.767 0.412 0.208
H -1.148 1.747 1.005

Summary:
Multiplicity   1
HOMO level   -0.309 hartree


Which of these has the highest multiplicity?
C3H6ClNS


multiplicity of number 5 (C3H5NO2)?
1


What is the formula in the fifth record?
C3H5NO2